# C43H111AsF6N5O21

A molecular structure, C43H111AsF6N5O21 at a distorted geometry (ωB97M-V/def2-TZVPD, the Open Molecules 2025 dataset).

Geometry as XYZ:
```
187
Properties=species:S:1:pos:R:3:forces:R:3
As 0.6738 -1.6479 1.0657 -1.07 0.31 -0.94
F -0.7711 -2.1939 0.1358 1.20 0.71 0.61
F 1.2416 -3.3488 0.9543 -0.10 1.43 0.64
F 2.0222 -1.0358 2.0541 -1.00 -0.76 -0.84
F 1.6071 -1.3778 -0.4477 -0.86 0.12 1.36
F -0.0052 0.0916 0.9750 0.96 -2.44 0.29
F -0.2324 -2.0537 2.5594 0.86 0.59 -1.10
O -3.1848 -6.0261 -7.1157 -0.44 0.39 0.83
O -0.6617 0.3307 -9.3536 -0.82 -0.22 0.36
O 2.2203 3.8191 -6.2372 -0.83 -1.30 -0.08
O 0.7732 -7.9829 -6.0081 -1.18 1.63 0.40
O -7.1541 1.3544 -4.2609 3.05 -1.10 -4.24
O 9.6144 2.9340 -2.8955 -2.65 1.12 2.12
O 6.2533 -0.4278 11.4618 -0.16 0.75 -1.69
O 5.7442 -4.0828 6.4208 0.49 -0.36 0.06
O -10.8601 1.8167 5.6930 0.07 -0.52 1.32
O -5.0358 0.9792 -5.0983 -0.42 -0.57 -1.38
O 1.9807 -9.5092 3.0921 0.49 -0.79 -0.61
O 7.9238 3.0020 -1.2542 0.07 -1.56 0.57
O -6.6948 1.0546 -6.5786 -1.04 -0.01 2.67
O -6.5898 2.1323 4.1645 -0.22 -0.39 -1.14
O 1.1523 7.3523 3.0444 1.40 -0.71 0.04
O 8.4716 4.7796 -2.2430 -1.02 1.84 0.11
O 4.8168 -1.3125 -6.8298 0.23 -0.43 0.49
O -0.9814 -6.3033 4.9558 -0.24 -0.18 -0.18
O 1.8028 11.3043 0.3895 -0.47 0.50 -2.05
O -3.7601 -8.4167 -0.7173 0.72 0.33 -2.24
O 1.7592 -0.6204 9.5660 0.48 0.37 -0.10
N 0.1927 9.8641 2.0682 0.30 0.61 0.57
N -1.5948 -6.8140 -4.7752 0.37 1.23 0.62
N -9.2324 1.6943 3.3120 0.99 1.25 -0.23
N 1.1945 1.1930 -6.9834 -1.79 -1.50 0.47
N 4.5730 -0.5333 9.1350 -0.01 0.17 -1.52
C 2.2535 -0.5450 8.2249 -0.23 0.40 -0.09
C -3.4185 -7.8339 0.4849 -1.35 -0.73 1.97
C -0.2558 -6.5664 -4.2234 0.13 -1.10 -1.01
C 0.3059 11.3233 2.1802 -0.80 -0.20 -1.02
C -5.3520 1.6436 4.5363 1.62 0.13 0.05
C -3.6054 -5.7369 -5.7475 1.68 0.42 0.07
C -0.1572 7.7825 3.3126 0.15 -0.03 -0.15
C 9.2298 5.6922 -3.0003 0.91 0.73 -1.12
C -8.2447 2.5443 2.6176 -0.77 -0.47 -1.16
C 0.4261 -1.0992 9.7766 1.21 0.19 -0.14
C -0.8976 -0.2261 -10.6466 0.43 1.38 0.77
C 1.3802 5.9328 3.1235 -1.42 0.55 -0.32
C 6.7733 -0.5538 10.1218 -0.01 0.58 -0.57
C 0.1977 0.0583 -7.0630 0.88 -0.40 -1.24
C 8.7367 3.5055 -2.2036 2.50 -2.50 -1.14
C 0.5991 11.9712 0.8082 1.32 -0.75 1.49
C 2.3829 2.6394 -5.4311 0.55 0.94 0.54
C -11.3642 1.4979 4.4252 -0.03 1.05 -1.01
C -0.0807 9.3196 3.3724 -1.38 -1.89 0.91
C -6.5114 0.6353 -8.9311 -0.24 0.16 0.19
C -4.2451 -6.0898 -8.0878 0.75 -0.18 1.22
C -10.5363 2.3423 3.3520 -1.34 -2.07 1.59
C 0.0239 -0.5365 -8.4886 1.20 0.41 0.57
C 2.7884 -9.1416 1.9612 -0.12 0.95 0.55
C -4.4741 0.7658 -3.8554 1.27 -0.10 2.33
C -11.5247 1.1109 6.7517 -0.09 0.52 -0.31
C 1.2941 1.6507 -5.5747 -0.34 -0.35 -1.19
C 0.6570 -7.7319 -4.5865 0.67 -0.87 -0.18
C -2.3313 -5.5394 -4.8341 -1.61 -1.14 -1.63
C 1.9776 11.4815 -1.0329 0.84 -1.03 0.19
C 9.1927 1.1920 0.0011 -0.39 1.56 0.16
C -6.8301 2.0032 2.7574 -2.67 0.44 0.70
C 5.0018 -2.1297 -5.6798 -0.22 -0.79 0.40
C -6.3493 1.1245 -5.2138 -2.59 0.83 0.93
C 3.6789 0.0639 8.1339 -1.18 -1.06 0.93
C 3.4358 4.4047 -6.5600 0.71 -0.06 -0.12
C 5.7431 -4.0903 4.9980 -0.45 0.79 0.13
C -5.7530 0.6798 -7.6211 0.16 0.93 1.06
C -1.3539 -5.9940 6.2824 0.81 0.35 0.34
C 8.0053 1.5568 -0.8695 0.98 -0.72 -1.23
C 5.8406 0.1654 9.1079 -0.05 -0.71 2.51
C 1.2853 -9.1973 -6.4316 -0.25 -0.89 0.59
C 6.8873 -1.2165 12.4132 -0.77 -0.34 0.60
H -8.4977 2.4652 1.5603 0.02 0.36 -0.29
H 1.1510 11.0891 -1.6252 -0.68 0.62 0.26
H 0.8459 13.0228 0.9541 -0.22 0.30 -0.03
H 6.8350 -2.2577 12.0948 0.44 -0.24 0.15
H -3.4300 0.4652 -3.9427 0.10 0.48 -0.69
H 1.3988 -9.2021 -7.5156 0.32 0.37 0.12
H -11.4249 0.0273 6.6897 0.47 -0.10 -0.08
H 5.8861 -2.7634 -5.7477 0.44 0.66 -0.36
H 6.2179 0.2517 8.0889 0.29 -0.08 0.24
H 0.3683 2.0119 -5.1270 -0.35 0.15 -0.24
H 0.6270 -0.7561 -6.4794 -0.13 -0.07 0.20
H -6.9950 0.9761 2.4318 0.89 -0.44 0.25
H 1.0179 -0.7152 -8.8987 0.40 -0.02 -0.10
H -2.7301 -5.1805 -3.8852 0.22 -0.46 0.39
H 10.0797 1.5510 -0.5209 0.34 -0.53 0.35
H -11.0380 2.2932 2.3856 0.09 -0.27 -0.14
H -4.3454 -8.0597 1.0122 0.26 0.53 1.08
H -6.2221 2.5483 2.0353 0.79 0.06 0.58
H 1.1274 9.5233 1.8939 0.17 -0.14 -0.72
H -0.8853 -5.4510 4.5245 0.16 -0.10 -0.37
H 4.0065 -0.8180 -6.6865 -0.11 0.13 -0.13
H -2.6190 -8.3983 0.9649 0.32 0.35 0.18
H 6.2729 -1.1085 13.3070 -0.01 -0.17 0.12
H -0.8191 0.2308 -6.7104 -0.03 0.59 0.43
H 0.6058 9.5397 4.1899 0.85 0.27 -0.19
H -4.2199 -6.5306 -5.3226 -0.06 -0.24 -0.23
H 2.4168 5.6237 2.9897 0.04 0.67 0.28
H 2.1985 -9.4584 -5.8969 0.47 0.10 -0.24
H 4.2456 -2.9022 -5.5396 -0.67 0.13 -0.33
H 0.2344 -0.9495 10.8391 -0.07 0.03 -0.08
H -1.4715 0.5648 -11.1295 0.00 -0.29 -0.39
H 0.4016 -2.1699 9.5740 -0.32 -0.08 -0.23
H 3.5029 -8.3924 2.3023 0.04 0.32 -0.23
H 7.7383 -0.0495 10.0719 0.37 -0.20 0.09
H -5.0724 0.6544 4.1738 -0.63 -0.44 -0.07
H 6.8513 -1.5958 9.8116 0.14 -0.23 0.28
H -4.9899 -6.7872 -7.7045 -0.37 0.06 -0.24
H 3.3297 2.1289 -5.6076 0.23 0.20 -0.52
H -0.5604 7.3390 4.2230 0.31 0.18 0.70
H -4.8419 -0.0748 -3.2670 -0.96 0.11 -0.29
H -0.4540 -5.8493 6.8802 0.20 0.05 0.22
H 7.8862 -0.9030 12.7167 0.35 0.03 -0.49
H 9.0563 1.7353 0.9362 0.39 0.11 0.16
H 1.4012 -8.7720 3.2977 0.03 0.11 -0.07
H -1.7524 -4.7034 -5.2267 0.30 0.03 -0.28
H 6.1942 -3.1874 4.5864 0.30 0.12 0.03
H -8.8258 1.6928 4.2365 -0.51 -0.37 0.66
H -1.0133 9.6427 3.8350 -0.51 0.35 -0.64
H -8.3600 3.5825 2.9288 0.34 0.27 0.06
H -7.2240 -0.1866 -9.0004 0.16 -0.10 0.08
H 0.0882 -0.3084 -11.1044 -0.13 -0.46 -0.52
H 2.7604 10.8328 -1.4260 0.47 -0.21 0.74
H 9.1628 0.1375 0.2752 0.24 -0.02 -0.47
H -12.6009 1.2826 6.7696 -0.31 0.29 -0.43
H -0.2055 11.8862 0.0777 -0.07 -0.34 0.07
H 0.6009 -10.0198 -6.2238 -0.35 -0.19 0.18
H 8.6805 6.4514 -3.5572 -1.26 -0.57 0.14
H -4.1283 -4.7882 -5.6267 -0.41 0.13 -0.64
H -5.2428 1.6505 5.6208 -0.16 0.14 -0.06
H 8.1165 0.9803 -1.7879 -0.23 0.24 -0.23
H -0.2994 -0.5359 9.1897 -0.10 -0.11 -0.15
H 4.0272 -0.1505 7.1235 0.22 -0.35 -0.02
H -1.4678 -1.1550 -10.6372 0.14 -0.16 0.13
H 0.8047 1.8970 -7.5937 0.24 0.60 0.17
H -11.1884 1.4939 7.7152 0.47 -0.13 -0.21
H -1.4394 -7.1355 -5.7200 -0.24 0.04 -0.34
H -10.6054 3.3864 3.6572 0.52 0.27 0.24
H 0.2077 -5.6731 -4.6422 -0.11 0.47 0.24
H 3.3347 5.1459 -7.3528 -0.47 0.37 0.43
H -4.6619 -5.0965 -8.2542 -0.20 0.01 -0.05
H 2.1652 -8.7273 1.1688 0.07 0.05 -0.10
H -3.2577 -6.7558 0.4892 0.18 -0.02 -0.22
H 3.4124 -9.9236 1.5286 -0.54 -0.61 0.48
H -7.0859 1.5579 -9.0141 -0.03 0.04 0.02
H 2.3209 12.4736 -1.3260 -0.58 0.37 0.19
H 1.6007 0.8047 -4.9597 -0.06 -0.22 -0.03
H 5.3074 -3.2902 6.7411 -0.06 0.05 -0.09
H 2.2178 -1.5097 7.7188 0.16 -0.40 0.28
H -0.3425 -6.5430 -3.1371 0.35 0.35 0.02
H 1.0741 11.5599 2.9165 0.15 0.51 0.00
H 9.8161 5.2062 -3.7801 0.32 -0.24 0.49
H -0.8415 7.3732 2.5695 -0.13 0.45 -0.62
H 2.4035 2.9107 -4.3756 0.12 0.36 0.24
H -1.8748 -5.0367 6.2970 -0.52 -0.24 0.30
H 4.1313 3.6964 -7.0103 0.18 -0.44 0.19
H 5.6984 1.1258 9.6035 0.17 0.81 -0.59
H -0.4286 -1.5264 -8.4297 -0.52 -0.06 0.14
H 0.8192 5.4456 2.3260 -0.12 -0.15 -0.17
H -0.6684 11.6700 2.5247 0.03 0.28 0.22
H 4.2314 -0.4851 10.0843 -0.55 0.05 -0.12
H -3.1315 -8.0201 -1.3248 -0.13 -0.44 -0.80
H -5.0698 1.5291 -7.6069 0.53 -0.35 -0.45
H 6.3111 -4.9405 4.6203 -0.29 -0.09 0.25
H 0.2801 -8.5984 -4.0433 -0.10 -0.47 -0.28
H 3.8709 4.7937 -5.6394 0.40 0.45 -0.15
H 1.6812 -7.5735 -4.2487 0.06 0.26 0.39
H -1.8831 -6.8175 6.7619 -0.37 0.13 -0.37
H 0.9476 5.5791 4.0594 0.33 -0.24 0.24
H 7.1465 1.1390 -0.3441 -0.70 1.28 -0.35
H 3.6308 1.1528 8.1377 -0.07 0.36 0.59
H 4.7102 -4.0649 4.6508 0.00 -0.49 -0.34
H -5.8404 0.6200 -9.7899 0.14 -0.21 0.14
H -4.5161 1.6721 -3.2513 -0.10 -0.07 0.06
H -4.5903 2.2750 4.0791 0.40 0.30 0.27
H 9.8083 6.3691 -2.3716 0.49 -0.73 0.44
H -3.8193 -6.4842 -9.0105 0.03 0.09 0.09
H 1.6123 0.0995 7.6236 -0.30 0.19 -0.04
H -12.4275 1.7364 4.4495 -0.31 0.30 -0.46
H -11.3094 0.4282 4.2229 0.38 -0.17 -0.15
H -5.2423 -0.2246 -7.2905 0.02 -0.05 -0.42
H 5.0128 -1.5894 -4.7332 0.27 0.35 -0.09
```
Positions in Å, forces in eV/Å.

Computed properties:
**Net charge**: -1
**Max |F|**: 5.3 eV/Å
**Lowest unoccupied orbital energy**: 1.58 eV

These are the Löwdin partial charges, in e, on atoms 1 to 99: As 0.91; F -0.32; F -0.32; F -0.30; F -0.32; F -0.35; F -0.31; O -0.22; O -0.20; O -0.17; O -0.20; O 0.07; O 0.07; O -0.20; O -0.13; O -0.20; O -0.02; O -0.13; O 0.03; O -0.02; O -0.18; O -0.21; O 0.02; O -0.11; O -0.12; O -0.20; O -0.12; O -0.21; N -0.04; N -0.05; N -0.06; N -0.03; N -0.06; C -0.21; C -0.20; C -0.21; C -0.20; C -0.14; C -0.19; C -0.24; C -0.05; C -0.23; C -0.09; C -0.10; C -0.08; C -0.20; C -0.18; C -0.57; C -0.20; C -0.24; C -0.23; C -0.24; C -0.07; C -0.10; C -0.19; C -0.25; C -0.16; C -0.06; C -0.10; C -0.22; C -0.20; C -0.20; C -0.11; C -0.08; C -0.20; C -0.17; C -0.47; C -0.20; C -0.14; C -0.16; C -0.21; C -0.17; C -0.17; C -0.21; C -0.14; C -0.14; H 0.12; H 0.09; H 0.11; H 0.09; H 0.10; H 0.09; H 0.08; H 0.07; H 0.12; H 0.12; H 0.11; H 0.13; H 0.11; H 0.11; H 0.07; H 0.11; H 0.08; H 0.13; H 0.10; H 0.07; H 0.06; H 0.08; H 0.09